Record 1
{
  "formula": "C46H33AsClMoN3O",
  "method": "ωB97M-V/def2-TZVPD",
  "homo_ev": [-12.9, -13.2],
  "e_above_lowest_kj_mol": 9.4,
  "multiplicity": 3,
  "e_lumo_ev": [-7.11, -6.76],
  "gap_ev": [5.809, 6.489],
  "total_charge": 2,
  "e_tot_ev": -129960.40961,
  "species": ["Mo", "As", "Cl", "O", "N", "N", "N", "C", "C", "C", "C", "C", "C", "C", "C", "C", "C", "C", "C", "C", "C", "C", "C", "C", "C", "C", "C", "C", "C", "C", "C", "C", "C", "C", "C", "C", "C", "C", "C", "C", "C", "C", "C", "C", "C", "C", "C", "C", "C", "C", "C", "C", "C", "H", "H", "H", "H", "H", "H", "H", "H", "H", "H", "H", "H", "H", "H", "H", "H", "H", "H", "H", "H", "H", "H", "H", "H", "H", "H", "H", "H", "H", "H", "H", "H", "H"],
  "coordinates": [[0.8049, 0.8935, -0.7335], [-1.5555, -0.4602, -0.1567], [7.7332, 1.9615, 0.5921], [2.3909, 1.4318, -1.7257], [1.4037, 2.3551, 0.6046], [-0.6726, 2.5491, -0.9706], [1.5928, -0.8366, -0.3395], [3.7730, -1.5467, 0.4667], [-1.7730, 4.2039, 0.4228], [-2.4506, -1.3611, -1.5977], [-5.1305, 1.4048, 1.0243], [3.7585, 2.0635, 0.1434], [0.3262, 3.8723, 2.2629], [-2.0338, -3.1481, 0.0032], [0.8535, -4.1917, -1.6763], [3.1519, -0.5672, 2.9999], [-2.0484, -4.4447, 0.5032], [-1.7716, 4.9143, 1.6468], [-1.4499, -2.1344, 0.7715], [-3.4653, 1.9417, 2.6751], [-2.7001, 3.5780, -1.7083], [4.4103, -1.0892, 2.7438], [-2.8835, 0.5874, 0.7730], [1.2538, -3.2145, -0.7863], [6.1459, 1.8490, -0.0674], [-0.7574, 4.7361, 2.5442], [-4.7678, 2.0381, 2.2050], [-3.4787, -1.6946, -3.7340], [-2.7820, 4.3179, -0.5579], [-4.1935, 0.6699, 0.3103], [-1.4873, -4.7101, 1.7439], [2.5139, -1.0043, 0.7269], [-0.7152, 3.3195, 0.1576], [4.7161, -1.5803, 1.4796], [5.9812, 1.4049, -1.3875], [-2.5209, 1.2263, 1.9547], [4.7282, 1.2895, -1.9426], [-2.5694, -2.7260, -1.3062], [-0.9007, -2.3931, 2.0155], [-1.6311, 2.6863, -1.8680], [0.5139, -2.5409, -3.4026], [2.1979, -0.5227, 1.9924], [2.6556, 2.5959, 0.8708], [0.3534, 3.1899, 1.0798], [0.9475, -1.5508, -2.5305], [-0.9190, -3.6934, 2.5008], [3.5937, 1.5829, -1.1778], [0.4700, -3.8575, -2.9744], [-2.8980, -0.8439, -2.8036], [-3.1538, -3.5667, -2.2476], [-3.6027, -3.0491, -3.4526], [1.2901, -1.8850, -1.2179], [5.0552, 2.2086, 0.6784], [1.2086, -0.1239, 2.1885], [-2.5879, 5.5906, 1.8635], [0.1555, -4.6354, -3.6566], [0.8252, -5.2246, -1.3563], [5.1519, -1.1268, 3.5298], [-0.4674, -1.6037, 2.6172], [6.8602, 1.1593, -1.9683], [2.8760, 3.3189, 1.6533], [-1.5066, 1.1542, 2.3394], [-0.7648, 5.2691, 3.4846], [-2.4960, -5.2493, -0.0652], [-4.0593, -3.7075, -4.1794], [-2.8212, 0.2117, -3.0293], [-4.4911, 0.1571, -0.5966], [5.1838, 2.5929, 1.6817], [-3.6112, 4.9951, -0.3964], [-3.2633, -4.6244, -2.0491], [1.5111, -3.4597, 0.2355], [-1.5028, -5.7206, 2.1297], [1.1022, -0.5383, -2.9091], [-3.1839, 2.4181, 3.6046], [-3.4475, 3.6534, -2.4846], [2.9041, -0.2096, 3.9907], [-5.5070, 2.5930, 2.7671], [0.2502, -2.2844, -4.4195], [-3.8405, -1.3011, -4.6741], [5.6971, -1.9897, 1.2799], [4.5951, 0.9589, -2.9631], [-1.5554, 2.0641, -2.7519], [-0.4997, -3.9139, 3.4731], [-6.1498, 1.4639, 0.6670], [4.0092, -1.9166, -0.5228], [1.1225, 3.7705, 2.9887]],
  "forces_ev_per_a": [[-0.03, -0.69, -0.42], [0.07, 0.33, 0.12], [-0.02, 0.01, 0.02], [-0.18, 0.25, -0.02], [0.08, -0.31, -0.09], [0.14, 0.01, 0.05], [0.04, 0.55, 0.16], [-0.06, 0.02, 0.09], [0.02, -0.04, -0.01], [0.00, -0.05, -0.04], [0.02, -0.01, 0.00], [-0.03, 0.06, 0.03], [-0.07, 0.02, -0.04], [0.09, -0.02, 0.11], [-0.01, 0.00, 0.01], [-0.04, 0.02, 0.01], [0.01, 0.05, -0.01], [0.00, 0.01, 0.02], [-0.09, -0.09, 0.01], [0.03, 0.01, 0.00], [0.08, -0.05, 0.01], [0.04, -0.01, 0.01], [-0.17, -0.08, -0.06], [-0.07, 0.05, -0.14], [0.00, 0.01, 0.04], [0.02, -0.02, 0.00], [-0.03, 0.00, -0.01], [0.00, 0.03, 0.00], [0.00, -0.02, -0.05], [0.04, 0.04, -0.03], [-0.01, -0.03, -0.01], [0.05, -0.10, 0.11], [-0.02, 0.06, 0.18], [0.00, 0.00, -0.03], [-0.01, 0.00, -0.01], [0.07, -0.02, 0.07], [-0.06, 0.01, 0.10], [0.00, 0.04, -0.08], [0.01, 0.03, -0.02], [-0.08, 0.09, -0.02], [0.01, 0.08, 0.00], [0.09, -0.02, 0.01], [0.01, 0.04, -0.05], [-0.15, 0.07, 0.00], [-0.06, -0.03, -0.08], [0.01, -0.01, 0.04], [0.13, -0.06, -0.05], [0.00, -0.03, 0.01], [-0.01, -0.02, 0.01], [0.02, 0.04, 0.01], [-0.01, -0.02, -0.01], [0.09, -0.15, 0.09], [0.03, -0.04, -0.05], [0.00, -0.02, -0.03], [0.00, 0.01, 0.00], [0.00, 0.00, -0.01], [0.00, -0.01, 0.00], [0.00, 0.00, 0.01], [-0.02, 0.00, -0.02], [0.00, -0.01, -0.02], [0.01, 0.01, -0.02], [-0.01, -0.01, -0.04], [-0.01, 0.01, 0.00], [0.00, -0.01, 0.00], [0.00, 0.00, 0.00], [0.02, 0.03, 0.02], [0.02, -0.01, 0.01], [0.01, 0.01, 0.01], [0.00, 0.00, 0.02], [0.01, -0.01, 0.02], [0.01, 0.00, 0.02], [0.00, 0.00, 0.01], [0.01, -0.02, 0.04], [-0.01, 0.01, 0.02], [-0.01, 0.00, 0.00], [0.00, 0.01, 0.01], [0.00, 0.01, 0.01], [-0.01, -0.02, -0.01], [0.00, 0.00, -0.01], [0.01, -0.01, 0.01], [0.00, -0.01, -0.01], [-0.02, 0.00, -0.01], [0.00, 0.00, 0.00], [-0.01, 0.01, 0.00], [-0.01, 0.01, -0.02], [0.01, -0.02, 0.00]],
  "lowdin_charge": [1.588, 1.333, 0.734, -0.235, -0.055, -0.057, -0.155, -0.011, -0.138, -0.325, -0.057, -0.143, 0.018, -0.200, -0.039, -0.059, -0.006, 0.004, -0.311, -0.073, -0.005, -0.056, -0.375, -0.006, -0.656, -0.028, -0.058, -0.059, 0.049, -0.087, -0.044, -0.297, -0.182, -0.045, -0.045, -0.130, 0.023, -0.189, -0.087, -0.108, -0.053, -0.063, -0.010, -0.203, -0.055, -0.057, -0.308, -0.046, -0.097, -0.002, -0.044, -0.323, -0.037, 0.086, 0.133, 0.120, 0.122, 0.117, 0.092, 0.124, 0.152, 0.094, 0.124, 0.117, 0.118, 0.086, 0.102, 0.128, 0.139, 0.118, 0.129, 0.118, 0.096, 0.114, 0.125, 0.114, 0.116, 0.120, 0.115, 0.120, 0.133, 0.113, 0.115, 0.116, 0.130, 0.125]
}



Record 2
{
  "formula": "C46H34ClIO3P2RhS",
  "method": "ωB97M-V/def2-TZVPD",
  "homo_ev": [-9.6, -11.2],
  "e_above_lowest_kj_mol": 0.0,
  "multiplicity": 5,
  "e_lumo_ev": [-2.92, -4.60],
  "gap_ev": [6.660, 6.583],
  "total_charge": 1,
  "e_tot_ev": -107433.65557,
  "species": ["I", "Rh", "Cl", "S", "P", "P", "O", "O", "O", "C", "C", "C", "C", "C", "C", "C", "C", "C", "C", "C", "C", "C", "C", "C", "C", "C", "C", "C", "C", "C", "C", "C", "C", "C", "C", "C", "C", "C", "C", "C", "C", "C", "C", "C", "C", "C", "C", "C", "C", "C", "C", "C", "C", "C", "C", "H", "H", "H", "H", "H", "H", "H", "H", "H", "H", "H", "H", "H", "H", "H", "H", "H", "H", "H", "H", "H", "H", "H", "H", "H", "H", "H", "H", "H", "H", "H", "H", "H", "H"],
  "coordinates": [[2.1783, 1.4308, -1.4344], [-0.2701, 0.5724, -0.3965], [2.5036, 0.2206, 1.8543], [-1.4018, -1.6165, 1.2435], [-0.3737, 1.8618, 1.7177], [-1.0514, -1.3593, -1.9276], [-2.1602, -0.4602, 0.6945], [0.0250, -1.4511, 0.8729], [-1.6498, -1.8833, 2.6277], [-2.2645, -0.9295, -3.1947], [1.4070, -3.3930, -4.5244], [-2.9877, 1.7304, 2.6550], [0.3645, -2.1379, -2.7545], [-1.8413, -2.8131, -1.1406], [-1.9022, -0.5002, -4.4667], [-4.5830, -0.6292, -3.7631], [-3.0894, 2.5376, -2.2764], [-2.8792, -0.1676, -5.3911], [2.4361, 4.6761, 0.7381], [2.5833, -3.4578, -3.7923], [-2.9861, -5.0993, -0.0302], [-0.0878, 1.8335, 4.4619], [0.4919, 1.4977, 5.6705], [-4.1810, 2.2801, 3.0911], [1.6597, 3.7427, 1.4459], [1.4870, 2.0391, -4.2980], [-4.3434, 3.6575, 3.1411], [0.4817, 1.4418, 3.2503], [-2.6071, 2.5916, -3.5495], [0.6099, 2.2812, -5.3720], [-2.8737, -4.9740, -1.4019], [2.0496, 5.0542, -0.5609], [-0.3121, 2.4939, -2.7123], [2.6434, -2.8879, -2.5296], [-4.2194, -0.2364, -5.0442], [1.6617, 0.7530, 5.6918], [1.0236, 2.1429, -3.0150], [0.9056, 4.5836, -1.1243], [-1.2078, 2.5573, -3.7993], [-1.9448, 2.5687, 2.2636], [-1.9673, -2.9543, 0.2371], [-3.3002, 4.4942, 2.7711], [-2.1009, 3.9513, 2.3431], [-3.6120, -0.9726, -2.8421], [-2.1906, 2.6932, -1.1998], [-0.7157, 2.4941, -5.1252], [2.2529, 0.3587, 4.5018], [1.6599, 0.7039, 3.2992], [0.5149, 3.2134, 0.9290], [-0.0519, 3.7073, -0.3829], [1.5404, -2.2309, -2.0129], [-2.5305, -4.0793, 0.7993], [-2.3031, -3.8352, -1.9538], [0.3006, -2.7469, -4.0059], [-0.8125, 2.7321, -1.3613], [-2.6128, -4.1442, 1.8725], [-1.2807, 4.6101, 2.0903], [-3.4165, 5.5664, 2.8236], [1.5789, -1.8269, -1.0072], [3.4440, -3.9654, -4.1971], [3.5457, -2.9605, -1.9425], [-4.9876, 1.6266, 3.3932], [-1.0089, 2.4061, 4.4568], [-0.8610, -0.4208, -4.7446], [-2.8754, 0.6573, 2.6107], [3.3397, 5.0666, 1.1771], [-4.9794, 0.0120, -5.7698], [2.6737, 5.7331, -1.1246], [-1.4171, 2.5888, -5.9397], [-3.4303, -5.9840, 0.3980], [-3.2248, -5.7622, -2.0483], [0.0269, 1.8136, 6.5919], [-4.1489, 2.4992, -2.0831], [-5.6254, -0.6779, -3.4846], [-2.2295, -3.7507, -3.0300], [-3.9038, -1.2940, -1.8495], [1.3481, -3.8552, -5.4987], [2.5035, 1.7369, -4.4963], [-0.8798, 4.3858, -0.1017], [-2.6046, 2.9088, -0.2195], [-5.2791, 4.0783, 3.4794], [2.1215, 0.4807, 6.6289], [0.9817, 2.2297, -6.3854], [3.1683, -0.2119, 4.4964], [2.0111, 3.4119, 2.4170], [-3.2782, 2.6108, -4.3950], [0.6127, 4.9106, -2.1104], [-0.6150, -2.7262, -4.5835], [-2.5900, 0.1411, -6.3836]],
  "forces_ev_per_a": [[0.40, -0.03, -0.04], [-0.58, -0.74, 0.12], [-0.07, 0.07, -0.01], [0.21, 0.04, -0.10], [0.08, -0.02, -0.27], [0.18, 0.13, 0.07], [0.05, 0.17, -0.07], [-0.16, 0.07, 0.12], [-0.08, -0.12, -0.02], [0.04, 0.00, -0.01], [0.11, -0.05, -0.02], [-0.02, -0.03, -0.11], [0.00, -0.03, 0.00], [0.04, 0.12, 0.00], [-0.02, 0.00, 0.03], [-0.07, 0.07, -0.07], [0.24, 0.02, -0.05], [-0.07, -0.03, 0.04], [-0.01, 0.01, -0.03], [-0.05, 0.04, 0.07], [0.06, 0.15, 0.18], [-0.18, 0.07, 0.09], [0.10, -0.06, 0.03], [-0.07, 0.03, 0.04], [-0.01, -0.05, 0.08], [-0.07, 0.02, 0.12], [0.02, 0.00, 0.00], [-0.05, 0.01, 0.03], [-0.01, -0.02, 0.12], [-0.08, 0.03, -0.01], [0.06, 0.09, -0.04], [-0.15, -0.01, -0.12], [-0.07, -0.12, 0.20], [0.00, -0.03, -0.09], [0.02, -0.02, 0.00], [-0.04, 0.03, -0.12], [0.02, 0.05, -0.19], [0.20, 0.16, 0.18], [-0.08, 0.01, -0.05], [0.00, 0.04, 0.00], [0.10, 0.11, 0.13], [-0.09, -0.03, 0.03], [0.02, 0.01, -0.02], [-0.06, -0.04, 0.05], [-0.01, -0.13, -0.01], [0.13, 0.04, 0.14], [-0.12, 0.06, 0.05], [0.27, -0.06, -0.02], [0.06, -0.02, 0.08], [-0.09, 0.08, -0.08], [-0.01, 0.04, 0.13], [-0.11, -0.19, -0.04], [-0.06, -0.14, -0.09], [-0.17, 0.09, -0.06], [-0.09, 0.40, -0.17], [-0.01, -0.02, 0.13], [0.05, 0.01, -0.02], [-0.01, 0.08, 0.02], [-0.01, 0.04, -0.03], [0.11, -0.07, -0.06], [0.10, -0.01, 0.06], [-0.03, -0.01, 0.01], [0.14, -0.08, 0.04], [0.09, -0.02, 0.00], [0.04, -0.03, 0.00], [0.08, 0.03, 0.03], [-0.07, 0.02, -0.06], [0.04, 0.04, -0.04], [-0.10, 0.01, -0.10], [-0.04, -0.08, 0.06], [-0.05, -0.09, -0.09], [-0.02, 0.02, 0.07], [-0.12, -0.01, 0.01], [-0.07, 0.00, 0.01], [0.02, 0.01, -0.04], [0.01, 0.01, 0.01], [0.00, -0.04, -0.07], [0.10, -0.03, 0.02], [0.07, -0.03, 0.02], [0.03, 0.01, -0.04], [-0.06, 0.03, 0.01], [0.03, -0.03, 0.09], [0.02, 0.00, -0.03], [0.06, -0.04, 0.00], [-0.05, -0.03, 0.00], [-0.07, 0.00, -0.07], [-0.03, 0.03, -0.11], [0.02, 0.02, 0.02], [0.02, 0.04, -0.13]],
  "lowdin_charge": [1.261, 0.628, 0.675, 0.448, 1.049, 1.095, -0.448, -0.456, -0.270, -0.354, -0.066, -0.078, -0.344, -0.315, -0.112, -0.064, -0.029, -0.083, -0.053, -0.065, -0.045, -0.059, -0.054, -0.053, -0.110, -0.117, -0.063, -0.352, -0.006, -0.053, -0.050, -0.091, -0.224, -0.065, -0.071, -0.050, -0.579, -0.063, -0.163, -0.380, -0.268, -0.064, -0.095, -0.084, -0.019, -0.027, -0.091, -0.627, -0.389, -0.290, -0.128, -0.031, -0.068, -0.094, -0.274, 0.118, 0.107, 0.110, 0.065, 0.108, 0.110, 0.113, 0.107, 0.104, 0.090, 0.108, 0.110, 0.114, 0.121, 0.113, 0.112, 0.113, 0.119, 0.111, 0.112, 0.117, 0.110, 0.103, 0.150, 0.112, 0.109, 0.114, 0.116, 0.109, 0.111, 0.122, 0.125, 0.099, 0.111]
}